# C2H11N2

A 2-piece molecular cluster, C2H11N2 overall in a non-equilibrium geometry (ωB97M-V with the def2-TZVPD basis set, the OMol25 dataset).

CARTESIAN COORDINATES (ANGSTROEM)
N -1.9535 1.3230 0.0038
H -1.6055 2.1824 0.4634
H -0.4464 0.2928 0.0824
H -2.7262 0.8493 0.5054
H -2.2949 1.5643 -0.9471
C 0.2693 -1.6547 0.3407
N 0.4658 -0.1798 0.3703
C 1.5270 0.3124 -0.6253
H 1.2118 -2.2109 0.4874
H -0.2589 -1.9272 1.2558
H -0.0748 -1.9547 -0.6451
H 0.7694 0.1235 1.3043
H 2.4759 -0.1564 -0.3863
H 1.4654 1.3994 -0.5906
H 1.1758 0.0367 -1.6192

Forces on atoms 1 to 2 (eV/Å):
N -2.54 2.04 -0.25
H 0.51 -0.43 0.25

The expectation value of S² is 0.76. The value obtained for the HOMO-LUMO gap (spin up / spin down) is 13.6 / 6.5 eV. As for the charge: +2. For the energy above the lowest of the compared OMol25 structures with the same formula, charge and spin, the calculation gives 0.257 eV. The spin multiplicity is 2. The HOMO energy (spin up / spin down) comes out at -22.088 / -22.055 eV.

Here are the natural (NBO) charges for atoms 1 to 8, given in e: N -0.437; H 0.451; H 0.378; H 0.458; H 0.456; C -0.455; N -0.463; C -0.406